Molecular formula: C2H4N2S
Method: DFT, ωB97M-V/def2-TZVPD

Cartesian coordinates (Å):
C 0.701 -0.976 -0.029
C 0.035 0.002 -0.569
S 0.867 1.089 -1.668
H 0.339 -1.747 0.642
H 1.759 -0.954 -0.344
H -0.915 0.300 -0.303
H 0.015 1.972 -1.474
N -1.005 0.154 2.266
N -1.796 0.160 1.481

Output
Orbital gap   9.77 eV
Electronic energy   -586.283479 Eh
Total charge   0
Structure (SMILES)   C=CS.N#N
ΔE to the lowest compared entry with this formula, charge and spin   0.297 eV
Highest occupied orbital energy   -8.762 eV